[1]
# C28H56O17

A cluster of 7 separate species, C28H56O17 in total at a distorted geometry (wB97M-V/def2-TZVPD, the Open Molecules 2025 dataset).

The geometry in XYZ format:
```
101
Properties=species:S:1:pos:R:3:mulliken_charge:R:1
C -1.00 -0.87 -0.58 -1.622
C -0.96 0.64 -0.57 0.142
O 0.35 1.19 -0.70 -0.233
C 1.13 1.18 0.37 0.693
O 0.84 0.70 1.43 -0.575
O 2.23 1.85 0.06 -0.333
C 3.14 2.17 1.10 -0.484
H -0.75 -1.26 0.41 0.649
H -0.27 -1.32 -1.25 0.178
H -1.99 -1.26 -0.80 0.528
H -1.43 0.97 0.36 0.158
H -1.51 1.07 -1.41 0.025
H 3.71 1.31 1.46 0.231
H 2.59 2.59 1.94 0.233
H 3.84 2.91 0.73 0.245
C -2.95 -6.00 -3.76 -0.999
C -1.51 -6.15 -3.32 -0.414
O -0.92 -4.94 -2.89 -0.274
C -0.56 -4.07 -3.83 0.678
O -0.68 -4.22 -5.02 -0.589
O -0.04 -3.01 -3.23 -0.259
C 0.35 -1.93 -4.06 -0.538
H -3.23 -6.92 -4.29 0.361
H -3.06 -5.18 -4.46 0.318
H -3.60 -5.88 -2.90 0.194
H -0.90 -6.60 -4.12 0.483
H -1.45 -6.85 -2.49 0.314
H 1.18 -2.23 -4.71 0.459
H 0.67 -1.12 -3.41 0.034
H -0.48 -1.65 -4.70 0.230
C -1.86 -4.96 1.70 -1.381
C -1.76 -5.00 0.20 0.376
O -3.04 -5.19 -0.42 -0.318
C -3.86 -4.14 -0.42 0.858
O -3.59 -3.03 -0.07 -0.562
O -5.06 -4.55 -0.85 -0.351
C -6.06 -3.52 -0.96 -0.689
H -2.30 -5.86 2.13 0.349
H -2.52 -4.14 2.00 0.342
H -0.88 -4.78 2.15 0.364
H -1.16 -5.83 -0.16 0.308
H -1.32 -4.07 -0.16 -0.119
H -6.56 -3.39 0.00 0.277
H -6.77 -3.89 -1.69 0.246
H -5.62 -2.59 -1.30 0.314
C -2.90 4.20 1.15 -1.359
C -1.43 4.14 1.51 -0.226
O -0.65 3.88 0.34 0.116
C -0.38 4.93 -0.44 0.460
O -0.72 6.07 -0.26 -0.578
O 0.36 4.49 -1.45 -0.132
C 0.87 5.48 -2.32 -0.905
H -3.51 4.25 2.05 0.431
H -3.19 3.33 0.57 0.241
H -3.12 5.11 0.59 0.361
H -1.26 3.30 2.18 0.412
H -1.12 5.08 1.97 0.345
H 0.06 5.87 -2.95 0.302
H 1.61 4.98 -2.95 0.233
H 1.33 6.31 -1.79 0.360
C 3.40 -1.11 3.75 -1.099
C 2.71 -2.34 3.18 -0.104
O 3.35 -3.57 3.50 -0.371
C 4.61 -3.72 3.11 0.751
O 5.21 -2.99 2.35 -0.550
O 5.09 -4.83 3.64 -0.347
C 6.44 -5.13 3.29 -0.641
H 2.67 -0.32 3.88 0.313
H 4.24 -0.80 3.14 0.257
H 3.77 -1.40 4.74 0.393
H 2.61 -2.29 2.09 0.253
H 1.69 -2.41 3.56 0.329
H 7.10 -4.29 3.52 0.306
H 6.53 -5.39 2.24 0.286
H 6.74 -5.96 3.92 0.226
C 2.66 5.79 5.45 -0.562
C 1.67 6.41 4.45 -0.618
C 1.58 5.34 3.33 0.000
O 2.54 4.32 3.66 -0.311
C 3.49 4.88 4.56 -0.580
H 2.11 5.12 6.11 0.244
H 3.22 6.51 6.04 0.361
H 2.12 7.31 4.02 0.287
H 0.72 6.65 4.91 0.308
H 1.78 5.74 2.34 0.308
H 0.60 4.86 3.37 -0.090
H 4.27 5.40 3.98 0.286
H 3.97 4.06 5.09 0.317
C -1.24 2.64 -3.86 0.300
C -0.93 1.37 -4.66 -0.507
C -2.04 0.42 -4.21 -0.043
O -3.19 1.27 -4.03 -0.528
C -2.76 2.56 -3.64 -0.590
H -0.89 3.54 -4.36 0.414
H -0.71 2.62 -2.91 -0.394
H 0.07 0.97 -4.51 0.325
H -1.10 1.54 -5.73 0.347
H -1.84 -0.11 -3.27 -0.111
H -2.32 -0.31 -4.97 0.385
H -2.99 2.76 -2.58 0.165
H -3.32 3.32 -4.19 0.375
```

Properties
SMILES   CCOC(=O)OC.CCOC(=O)OC.CCOC(=O)OC.CCOC(=O)OC.CCOC(=O)OC.C1CCOC1.C1CCOC1
Energy relative to the best compared isomer or geometry (same formula, charge and spin)   0.0 kJ/mol
HOMO   -9.55 eV
Net charge   0
Gap between HOMO and LUMO   0.3758 hartree

=====

[2]
# C26H21BrN6O3PbS5

A structure of composition C26H21BrN6O3PbS5 (wB97M-V/def2-TZVPD, the Open Molecules 2025 dataset).

The geometry in XYZ format:
```
63
Properties=species:S:1:pos:R:3:nbo_charge:R:1
Pb 2.01 0.41 1.03 1.085
O -0.01 -0.83 -3.06 -0.732
C 0.34 0.12 -3.99 0.376
C 0.19 -0.19 -5.33 -0.280
C 0.47 0.75 -6.30 -0.183
C 0.91 2.02 -5.95 -0.234
C 1.06 2.33 -4.61 -0.173
C 0.77 1.40 -3.62 -0.178
C 0.89 1.76 -2.17 0.210
O 1.98 2.66 -1.94 -0.666
N -0.32 2.40 -1.71 -0.431
N -0.61 2.14 -0.41 -0.205
C -1.82 2.22 -0.03 -0.017
C -2.23 1.88 1.34 -0.117
Br -0.89 1.95 2.67 0.108
C -3.49 1.56 1.60 -0.211
C -4.10 1.10 2.86 0.000
C -5.35 1.60 3.24 -0.214
C -5.96 1.18 4.40 -0.207
C -5.34 0.22 5.20 -0.206
C -4.11 -0.31 4.82 -0.197
C -3.50 0.13 3.66 -0.217
H 0.69 -0.95 -2.39 0.501
H -0.13 -1.19 -5.59 0.227
H 0.36 0.49 -7.35 0.217
H 1.14 2.75 -6.71 0.218
H 1.42 3.31 -4.31 0.230
H 1.06 0.87 -1.57 0.184
H -1.09 2.31 -2.37 0.365
H -2.63 2.45 -0.73 0.175
H -4.18 1.64 0.76 0.217
H -5.83 2.34 2.61 0.213
H -6.92 1.59 4.69 0.217
H -5.82 -0.11 6.11 0.216
H -3.64 -1.06 5.43 0.215
H -2.55 -0.30 3.36 0.221
N 5.84 -0.95 3.58 -0.780
C 4.62 -0.74 3.03 0.309
S 4.34 0.84 2.40 -0.386
N 3.82 -1.79 3.06 -0.447
N 2.61 -1.61 2.48 -0.270
C 1.81 -2.60 2.59 0.010
C 0.47 -2.58 2.00 0.238
C -0.39 -3.66 2.17 -0.245
C -1.64 -3.62 1.59 -0.154
C -2.00 -2.51 0.84 -0.245
C -1.07 -1.48 0.71 0.057
N 0.12 -1.51 1.29 -0.502
H 6.51 -0.20 3.61 0.408
H 6.04 -1.84 4.00 0.403
H 2.13 -3.49 3.14 0.196
H -0.07 -4.52 2.76 0.225
H -2.33 -4.44 1.71 0.225
H -2.96 -2.43 0.36 0.229
H -1.30 -0.59 0.13 0.208
O 4.89 -0.70 -5.79 -0.551
C 4.48 -0.44 -4.70 0.195
S 4.48 1.17 -3.97 0.352
C 3.72 0.71 -2.45 -0.565
C 3.38 -0.59 -2.28 -0.298
S 2.55 -1.41 -0.97 -0.336
S 3.77 -1.65 -3.60 0.362
S 3.36 1.97 -1.32 0.635
```

Properties
Energy relative to the best compared isomer or geometry (same formula, charge and spin)   0.0 kJ/mol
HOMO   -7.96 eV
Net charge   0
Gap between HOMO and LUMO   0.2718 hartree

=====

What is the formula in the first record?
C28H56O17